113
Properties=species:S:1:pos:R:3:forces:R:3 method="wB97M-V/def2-TZVPD" homo_lumo_gap_ev=9.5 e_homo_ev=-9.64 smiles=CC(C)O.CC(C)O.CC(C)O.CC(C)O.CC(C)O.CC(C)O.CC(C)O.OCCO.OCCO.O.O.O
O 2.48205 3.18623 -0.57588 0.1 -0.1 0.0
H 2.67063 2.23279 -0.66937 -0.3 0.3 0.0
H 1.65111 3.30402 -1.04712 0.1 0.0 0.0
O 0.74511 -0.68580 4.00366 0.0 0.0 0.3
H 1.65490 -0.96485 4.16541 -0.1 0.0 -0.1
H 0.46569 -0.26639 4.82649 0.0 0.0 -0.1
O -2.79476 -0.43590 -0.00089 0.4 -0.4 0.1
H -1.91875 -0.57207 0.41400 -0.3 0.1 0.1
H -3.36673 -0.12730 0.71902 -0.3 0.0 -0.2
C 0.34268 0.84623 1.21985 -0.2 -0.3 0.7
C 1.83595 0.58198 1.07735 -0.5 -0.2 0.1
O 2.21495 0.44230 -0.27669 0.5 -0.1 0.1
O -0.37921 -0.38453 1.37716 -0.2 -0.3 -0.4
H -0.07991 1.32403 0.33683 0.2 0.0 -0.1
H 0.12598 1.48200 2.08220 0.1 0.1 0.0
H 2.04429 -0.32718 1.65138 0.1 -0.1 -0.1
H 2.43580 1.36198 1.54400 0.0 0.3 -0.3
H 1.59619 -0.13986 -0.74325 -0.2 0.0 -0.1
H -0.23258 -0.76191 2.25587 0.2 0.3 0.0
C 0.31140 -2.45272 -2.14187 1.1 0.6 0.7
C 0.34590 -3.01292 -3.54491 -0.7 -0.5 0.3
O -0.93262 -2.82761 -4.17538 0.6 0.3 0.0
O 0.46103 -1.01277 -2.09547 -0.9 -0.9 -0.4
H 1.15000 -2.83223 -1.54842 -0.1 -0.2 -0.1
H -0.61209 -2.70168 -1.60690 0.0 -0.3 -0.1
H 0.56425 -4.08812 -3.52690 0.1 0.0 0.2
H 1.14717 -2.54738 -4.11443 -0.3 0.3 -0.2
H -1.56256 -3.20198 -3.55030 -0.2 0.0 -0.2
H -0.40341 -0.72132 -2.43169 0.4 0.8 0.1
C -2.06744 4.23774 -0.20856 -0.5 -0.5 0.1
C -1.37074 5.50395 -0.65687 0.0 0.1 -0.4
C -0.13675 5.81223 0.16804 0.2 -0.4 1.0
O -1.03748 5.37460 -2.04580 0.0 0.2 0.0
H -1.31840 3.44017 -0.23745 -0.3 -0.2 0.3
H -2.89603 3.93005 -0.85307 0.4 0.3 -0.5
H -2.59547 4.27953 0.74842 0.7 0.2 0.4
H -2.05377 6.35302 -0.60584 0.0 0.0 -0.1
H 0.46306 6.66373 -0.14518 -0.3 0.1 -0.3
H 0.54915 4.96146 0.25009 -0.1 -0.1 -0.4
H -0.42450 5.97448 1.21304 -0.1 0.2 -0.1
H -0.66226 4.49991 -2.19669 0.0 0.0 0.1
C -4.70399 -3.77918 4.03243 1.2 -0.5 0.8
C -3.98351 -2.45697 4.35470 -1.4 -0.4 0.3
C -2.65055 -2.33543 3.68527 0.7 0.9 0.7
O -4.88920 -1.40788 3.95038 0.5 0.4 -0.2
H -4.05482 -4.63605 4.25695 0.2 0.2 -0.2
H -4.93903 -3.83552 2.97291 -0.3 0.1 0.0
H -5.54278 -3.97647 4.69988 -0.4 0.4 -0.4
H -3.83659 -2.32917 5.43195 0.0 -0.3 0.0
H -1.98054 -3.03584 4.19149 -0.1 -0.7 -0.8
H -2.12636 -1.41910 3.98400 -0.5 0.4 -0.3
H -2.70576 -2.35838 2.59880 0.2 -0.4 0.0
H -5.56255 -1.26159 4.61919 0.0 -0.2 0.1
C -5.27855 2.28118 3.52821 0.9 -0.6 0.4
C -4.36557 1.75183 2.42126 -1.6 -0.3 -1.5
C -2.90179 1.62217 2.75225 0.2 0.1 -0.7
O -4.96066 0.50716 1.96473 0.8 -0.5 0.3
H -4.85227 3.13715 4.05482 -0.2 0.1 -0.1
H -5.32583 1.45340 4.24539 0.0 0.2 0.2
H -6.30077 2.45144 3.20533 0.1 0.2 -0.3
H -4.46904 2.30161 1.47566 0.1 0.6 0.5
H -2.28407 1.54631 1.85274 -0.4 -0.3 -0.2
H -2.77770 0.67930 3.28810 0.4 0.5 0.7
H -2.52622 2.56720 3.15332 0.0 -0.4 0.9
H -4.89085 -0.18483 2.66487 0.0 0.5 -0.4
C 4.53599 -3.72854 -2.92268 -1.0 0.4 0.9
C 4.56953 -2.30136 -3.47565 1.6 -1.6 -0.6
C 4.90925 -1.31848 -2.39006 -1.5 1.2 0.1
O 5.65072 -2.33575 -4.45933 -0.6 0.6 0.1
H 3.77587 -3.76317 -2.12864 0.1 -0.1 0.0
H 5.49900 -3.93393 -2.45925 0.1 -0.2 -0.1
H 4.24910 -4.50367 -3.63103 0.3 0.1 -0.3
H 3.62876 -2.07725 -3.97837 -0.1 0.3 0.1
H 4.17852 -1.45514 -1.58492 0.4 -0.3 0.3
H 4.64174 -0.29811 -2.67408 0.4 0.0 -0.5
H 5.93173 -1.27923 -2.02724 0.1 -0.5 -0.1
H 5.24639 -2.47132 -5.32070 0.1 0.0 0.0
C 5.34914 1.90575 -1.16302 -0.5 0.0 0.5
C 5.85747 3.11953 -1.93147 1.0 -1.6 -1.2
C 7.24620 3.63347 -1.41329 -1.4 0.3 0.0
O 6.17097 2.54925 -3.23427 -0.3 -0.3 -0.3
H 4.41506 1.52651 -1.57428 0.1 0.2 -0.3
H 5.09370 2.11509 -0.12072 0.3 0.3 0.0
H 6.03928 1.06218 -1.19090 0.3 0.2 0.0
H 4.98861 3.74759 -2.14568 0.5 0.8 0.8
H 7.62318 2.87451 -0.72999 0.1 0.3 0.3
H 7.18210 4.63620 -0.98668 0.1 -0.2 0.4
H 7.94926 3.68321 -2.24004 -0.1 0.0 -0.2
H 6.26663 3.26611 -3.86708 0.0 0.0 0.0
C -2.82344 0.49771 -4.10155 -0.5 -0.1 0.0
C -2.80044 1.51530 -2.96787 -0.6 0.3 -0.2
C -4.16345 1.66783 -2.28019 -0.4 -0.7 0.0
O -1.78182 1.14291 -2.05851 0.6 -0.1 0.2
H -3.48758 0.76114 -4.92805 0.0 0.2 0.1
H -3.21259 -0.44720 -3.70928 0.2 -0.1 0.0
H -1.82014 0.34512 -4.49356 0.0 0.0 0.0
H -2.53204 2.49586 -3.36502 0.3 0.0 0.0
H -4.21525 2.39500 -1.46976 0.4 -0.1 0.0
H -4.45668 0.69256 -1.87972 0.1 0.1 0.2
H -4.98211 1.94121 -2.95156 0.3 0.1 -0.4
H -2.06191 0.37749 -1.51873 -0.5 0.6 0.0
C -0.64697 -4.28945 1.24052 0.3 1.5 -0.1
C 0.84714 -4.49995 1.42769 0.8 -1.0 -0.9
C 1.55772 -3.52093 2.35117 -0.8 0.3 0.3
O 1.13886 -5.86074 1.75376 -0.1 -0.3 0.5
H -0.79563 -3.21328 1.39804 -0.4 -0.1 0.1
H -1.27278 -4.82974 1.95089 0.1 -0.1 0.0
H -0.97828 -4.44435 0.21520 0.0 -0.5 0.1
H 1.37152 -4.46283 0.45978 -0.4 0.6 0.0
H 1.09250 -3.49782 3.34408 0.2 -0.3 0.1
H 1.41293 -2.49728 1.99330 0.2 -0.1 -0.3
H 2.62058 -3.73856 2.41644 0.0 -0.1 0.1
H 0.48889 -6.19366 2.38379 0.1 0.1 0.0

35
Properties=species:S:1:pos:R:3:forces:R:3 method="wB97M-V/def2-TZVPD" homo_lumo_gap_ev="6.0 / 3.1" charge=+3 e_homo_ev="-16.88 / -16.88" multiplicity=3 de_lowest_ev=0.000
Tm -0.37678 0.32794 -1.96142 0.1 0.2 -1.7
O -0.01377 3.88902 -2.31028 -0.4 -4.3 1.0
C -0.11860 2.77125 -2.06211 0.5 5.7 -1.2
C -0.52640 -2.01722 -2.94376 -0.3 -5.6 -2.0
O -0.60691 -3.12880 -3.26264 0.3 5.0 1.5
C 2.18507 0.05937 -2.53450 4.5 -0.4 -1.2
O 3.29064 -0.05752 -2.82570 -4.2 0.4 1.1
C -2.80338 -0.06071 -2.56928 -4.8 -0.9 -2.0
O -3.84517 -0.29387 -2.99555 4.0 0.9 1.7
C 0.04656 0.81997 -6.88060 -0.1 -0.2 1.3
H -0.91367 1.34538 -6.84324 0.6 0.3 -0.5
H 1.00661 1.29336 -6.63258 -0.6 0.3 -0.7
C 0.01484 -0.51116 -6.87493 0.1 0.4 1.5
H 0.94420 -1.01386 -6.59108 -0.4 -0.4 -0.7
H -0.95796 -0.99373 -6.79586 0.4 -0.4 -0.6
N -0.52285 1.67556 7.97911 -0.1 0.0 -0.1
C -0.38053 1.32317 6.87851 0.5 -0.3 0.1
C -0.14636 0.86291 5.56843 -0.7 0.3 1.7
C -1.05391 1.34035 4.58942 -0.4 0.3 -3.0
C -0.83153 0.88748 3.27479 -0.6 0.6 1.9
C 0.20086 -0.07653 3.06737 -0.5 0.9 -0.1
C 1.11326 -0.48935 4.02382 -0.1 0.0 1.6
C 0.90484 -0.07386 5.33330 0.7 -0.3 -1.9
N 0.31337 -0.63480 1.81994 0.2 0.3 0.6
C 1.07096 -1.75351 1.45123 -0.4 0.0 -1.3
C 0.71718 -1.91395 0.13790 -1.1 0.1 0.2
N -0.37991 -1.02652 -0.21888 2.7 0.0 1.7
C -0.43869 -0.17116 0.79377 0.0 -1.8 -0.2
H -1.89615 2.08062 4.77101 1.3 -1.1 0.2
H -1.47573 1.21719 2.43949 0.3 -0.2 1.2
H 1.90683 -1.15666 3.68550 -0.1 0.3 0.8
H 1.58914 -0.42712 6.08896 -0.2 0.2 0.4
H 1.73991 -2.35888 2.11703 -0.8 0.9 -0.9
H 1.19325 -2.52162 -0.61635 -0.4 -0.5 0.2
H -0.94923 0.78725 0.89914 -0.2 -0.7 -0.5

74
Properties=species:S:1:pos:R:3:forces:R:3 method="wB97M-V/def2-TZVPD" homo_lumo_gap_ev=2.4 charge=-1 e_homo_ev=-1.89
C -0.63800 2.16791 -3.18567 -0.6 -0.2 0.5
O -1.31269 3.33998 -2.72835 0.1 -0.2 -0.1
C -2.00058 4.05652 -3.71601 0.0 0.5 0.2
C -3.49931 3.75637 -3.79454 0.3 -0.7 0.1
C -3.91865 2.30105 -3.51552 -1.0 0.5 0.2
C -4.37240 2.03403 -2.05333 0.7 -0.5 -0.7
C -3.88546 0.66002 -1.57799 -0.7 0.0 0.7
C -3.85801 0.42885 -0.05168 0.4 0.5 -0.6
C -3.25147 1.56078 0.79855 0.0 -0.6 0.4
C -2.19014 1.05137 1.79770 0.1 0.3 0.5
C -0.81799 1.69476 1.65610 -0.3 0.8 -0.4
C -0.21483 1.57279 0.25937 0.3 -0.8 0.2
N 0.28720 0.25298 -0.02166 -0.3 0.1 -0.4
C 1.59356 0.27355 -0.56497 -0.3 -0.3 0.8
C 1.86568 -0.90620 -1.53164 0.3 0.0 0.6
C 0.63010 -1.52733 -2.07298 0.5 0.3 1.0
O 0.22070 -1.24336 -3.15218 -1.0 0.7 -2.4
O -0.00366 -2.45733 -1.36362 0.1 -0.7 0.8
H 0.43054 2.25326 -3.03980 0.3 0.2 -0.1
H -0.88049 1.92488 -4.21399 0.1 0.2 -0.4
H -0.98075 1.32955 -2.59540 0.1 -0.3 0.3
H -1.90616 5.11144 -3.45659 0.1 0.2 0.0
H -1.49948 3.95655 -4.67798 0.0 -0.3 -0.3
H -4.00011 4.37180 -3.05475 -0.2 0.3 0.0
H -3.85365 4.03105 -4.78626 0.0 0.3 -0.1
H -4.80749 2.13521 -4.12256 0.0 -0.2 -0.3
H -3.20245 1.56290 -3.84704 0.4 0.0 0.0
H -5.46056 2.01503 -2.05090 -0.2 0.2 0.2
H -4.05323 2.85505 -1.42314 0.2 0.0 0.2
H -4.60331 -0.05832 -1.97583 0.1 -0.3 -0.2
H -2.92853 0.37186 -1.99473 0.4 0.3 -0.1
H -4.86515 0.19321 0.28701 -0.1 0.0 0.2
H -3.23478 -0.44147 0.11593 -0.1 -0.4 0.0
H -2.81938 2.36388 0.21261 0.0 0.0 -0.3
H -4.05986 2.00449 1.37366 -0.1 0.3 0.1
H -2.55250 1.29838 2.79243 0.0 -0.2 0.3
H -2.05561 -0.02669 1.76758 -0.2 -0.2 -0.2
H -0.11719 1.32511 2.39922 0.1 -0.3 0.1
H -0.92779 2.76537 1.87356 -0.1 0.2 0.0
H -0.99873 1.82632 -0.46869 -0.1 0.4 0.0
H 0.55435 2.35726 0.17393 0.1 0.1 -0.1
H 1.85709 1.21306 -1.08284 -0.1 0.1 -0.2
H 2.35078 0.17824 0.25752 0.4 0.1 -0.2
H 2.51007 -1.63714 -1.05551 -0.1 -0.3 0.1
H 2.39324 -0.51071 -2.38262 0.2 -0.1 -0.4
H -0.78931 -2.66520 -1.88933 0.0 0.0 0.0
C -2.59872 -4.37405 5.18358 0.1 -0.2 0.0
C -2.92325 -3.07647 5.15692 -0.2 -0.3 0.1
C -2.01992 -2.04820 4.54122 0.6 0.1 -0.4
O -2.38639 -0.88995 4.53696 -0.3 0.0 0.3
C -0.74907 -2.49207 3.98245 -0.1 0.2 0.1
C -0.42406 -3.79050 4.01214 0.2 0.3 -0.2
C -1.33758 -4.82060 4.60617 -0.4 0.0 0.2
O -0.99012 -5.98872 4.58739 0.2 0.0 -0.1
O 0.72255 -4.25422 3.52015 -0.1 -0.3 0.2
O -4.05838 -2.60784 5.66804 0.1 0.3 -0.1
H -3.24187 -5.12354 5.62295 0.0 0.0 0.0
H -0.10093 -1.74023 3.55106 0.0 0.0 -0.1
H 0.70555 -5.22002 3.66304 0.0 0.1 0.0
H -4.03926 -1.64213 5.50949 0.0 0.0 0.0
C 6.15835 -2.02244 -0.33289 -0.1 0.1 -0.1
C 7.34756 -2.26236 0.23501 -0.3 -0.2 -0.1
C 8.35779 -1.18122 0.43858 0.1 0.5 -0.1
O 9.41782 -1.46917 0.98037 0.0 -0.3 0.0
C 8.03025 0.15574 -0.02142 0.2 -0.2 0.1
C 6.83915 0.39839 -0.59316 0.2 0.2 0.1
C 5.81958 -0.67692 -0.77601 -0.1 -0.5 0.1
O 4.75331 -0.38247 -1.28928 0.2 0.3 0.0
O 6.48619 1.60274 -1.03121 -0.2 -0.1 -0.1
O 7.71311 -3.47780 0.65827 0.2 0.1 0.1
H 5.42031 -2.79826 -0.48203 0.0 0.0 0.0
H 8.77369 0.92813 0.11651 0.0 0.0 0.0
H 5.57981 1.50036 -1.38822 0.0 0.0 0.1
H 8.61094 -3.36729 1.02684 0.0 0.0 0.0

17
Properties=species:S:1:pos:R:3:forces:R:3 method="wB97M-V/def2-TZVPD" homo_lumo_gap_ev=8.9 e_homo_ev=-9.42 de_lowest_ev=4.302 smiles="CCCCO[N+]([O-])=S"
C 2.70950 0.54861 -0.01542 -0.1 -0.2 0.0
C 1.48206 -0.35383 0.00692 -0.1 0.2 0.0
C 0.19246 0.46327 0.00593 -0.3 -0.2 0.0
C -1.03236 -0.43995 0.00967 0.4 -0.7 0.0
N -3.40531 -0.25439 -0.00162 1.1 -1.0 0.0
O -3.38848 -1.46016 -0.00884 0.3 0.1 0.0
O -2.17855 0.39877 0.00948 -0.2 0.6 0.0
S -4.64385 0.72708 -0.00310 -1.3 1.0 0.0
H 2.72121 1.19916 0.85574 0.0 0.1 0.1
H 3.61860 -0.04713 -0.01170 0.1 0.0 0.0
H 2.70982 1.17048 -0.90738 0.0 0.1 -0.1
H 1.49635 -1.00949 -0.86606 0.0 -0.1 0.0
H 1.51030 -0.98563 0.89694 0.0 -0.1 0.0
H 0.15748 1.10722 0.88564 0.0 0.1 0.0
H 0.15566 1.10152 -0.87790 0.0 0.1 0.0
H -1.05362 -1.08436 -0.87742 0.0 0.1 0.1
H -1.05125 -1.08117 0.89914 0.0 0.1 -0.1

29
Properties=species:S:1:pos:R:3:forces:R:3 method="wB97M-V/def2-TZVPD" homo_lumo_gap_ev="6.9 / 7.8" e_homo_ev="-7.10 / -7.82" de_lowest_ev=3.139
B 1.51573 1.04647 0.31504 0.5 -3.2 0.1
C -3.09669 -2.32030 -0.86872 0.7 -0.8 1.4
C -2.81617 -1.74075 0.34721 -1.8 1.8 2.3
C -2.17075 -2.20256 -1.88018 1.2 1.0 -0.2
C -1.76039 -0.82905 0.52680 -0.7 0.2 1.3
C -1.04171 -1.35873 -1.67727 -1.2 -0.2 1.3
C -0.85691 -0.65716 -0.47240 1.3 0.5 -0.8
C -1.29488 2.87313 0.45062 2.4 -0.6 -0.2
C 2.16079 -1.29784 0.85589 -0.3 1.0 1.7
C 3.97078 0.27401 0.94391 -2.6 -0.9 -0.5
C -0.40108 2.59539 -0.82123 -0.3 1.2 0.4
N 2.47487 0.17626 0.81926 0.0 -1.4 -0.6
S 1.36444 2.55599 -0.44436 0.4 1.7 -0.4
H -3.88405 -3.04413 -0.79124 -0.5 -0.2 -0.9
H -3.61871 -1.79927 1.18902 1.6 -0.2 -1.4
H -2.32094 -2.74923 -2.79477 0.2 0.0 -0.3
H -1.65080 -0.20346 1.43964 -0.3 -0.9 -0.4
H -0.27897 -1.21238 -2.37581 0.8 -0.2 -1.5
H -0.68929 2.67784 1.37425 -0.5 0.6 -0.8
H -1.80564 3.82875 0.47176 0.3 0.2 -0.1
H -1.99797 2.11778 0.45182 -1.9 -1.5 0.1
H 2.28352 -1.61504 1.93174 -0.7 0.3 -0.7
H 1.08108 -1.35126 0.49485 1.8 -0.9 0.1
H 3.05286 -1.81703 0.45018 -1.2 0.0 -0.9
H 4.22501 -0.26136 1.83423 0.5 -0.4 0.4
H 4.44604 -0.12696 0.04659 0.0 0.1 0.2
H 4.12710 1.26872 1.09680 1.2 2.8 0.2
H -0.50711 3.46363 -1.45862 0.1 0.2 -0.4
H -0.51020 1.70855 -1.45500 -0.8 0.1 0.8

no.,M (g mol⁻¹)
1,598.9
2,478.2
3,538.6
4,135.2
5,193.1